1.
Density functional theory data (ωB97M-V with the def2-TZVPD basis set) for an isolated ion of composition C2H6NO and charge +1.

Computed properties:
ΔE to the lowest compared entry with this formula, charge and spin in kJ/mol: 38.73
Kohn-Sham gap in hartree: 0.4238
Calculated total energy in Eh: -209.5110
SMILES string: [NH3+]CC=O

The geometry in ORCA input format:
```
! RIJCOSX wB97M-V def2-TZVPD def2/J DEFGRID3
* xyz 1 1
O -0.67013 -1.24376 0.21631
C -1.00672 -0.15185 -0.26831
C -0.00024 0.94812 -0.31925
N 1.25444 0.28244 0.28916
H -2.00469 -0.14264 -0.67703
H 0.21795 1.21367 -1.36755
H -0.26493 1.72630 0.35092
H 1.88603 1.01740 0.73364
H 0.94998 -0.36673 1.03381
H 1.83738 -0.25258 -0.30301
*
```

***

2.
Density functional theory data (ωB97M-V with the def2-TZVPD basis set) for a 3-piece molecular cluster, C41H50F2NOPS overall.

Computed properties:
Kohn-Sham gap in hartree: 0.2618
Calculated total energy in Eh: -2660.5688
SMILES string: C#Cc1c(CCCCCCCCCCCCCC)c(P(C)O)cc2c1Sc1ccccc1N2.Fc1ccccc1.Fc1ccccc1

The geometry in ORCA input format:
```
! RIJCOSX wB97M-V def2-TZVPD def2/J DEFGRID3
* xyz 0 1
C 2.83843 -6.64446 -0.67411
C 2.92028 -5.47319 0.08751
C 2.74744 -4.11379 1.02889
C 1.72301 -3.99025 2.30437
C 0.74336 -5.29715 2.66474
C -0.80671 -4.70671 2.54691
C -1.76057 -5.54708 1.51164
C -2.15833 -4.68071 0.13780
C -3.66488 -4.02952 0.19578
C -3.66028 -2.38022 0.47321
C -4.65279 -1.68320 -0.65790
C -5.19805 -0.19283 -0.23917
C -3.97533 0.92196 -0.01821
C -4.35400 1.99018 1.21070
C -3.87951 1.45997 2.68997
C -4.44148 2.34896 3.95312
C -3.91866 1.63149 5.36474
C -2.44254 2.33633 5.67841
C 1.68644 -2.57813 3.19913
P 0.55125 -2.35942 4.75914
C -0.88628 -1.22698 4.15806
O 1.43698 -1.52169 6.03953
C 2.65656 -1.28938 2.75712
C 3.67337 -1.36170 1.43130
C 3.67949 -2.82721 0.62524
S 4.85938 -2.87532 -0.87768
C 4.58207 -1.14618 -1.64359
C 4.51637 -0.90913 -3.26496
C 4.22700 0.58350 -3.91034
C 4.00415 1.81795 -2.80665
C 4.11579 1.57636 -1.15627
C 4.41073 0.07182 -0.50987
N 4.51818 -0.17988 1.00358
H 2.92910 -7.66899 -1.26107
H 0.88107 -5.67279 3.77402
H 0.88069 -6.17227 1.86770
H -1.32747 -4.76112 3.61473
H -0.82794 -3.57069 2.18392
H -2.80444 -5.71902 2.06461
H -1.36624 -6.63156 1.25151
H -1.34014 -3.84902 0.03013
H -2.05065 -5.40041 -0.79867
H -4.34386 -4.60459 0.98270
H -4.15758 -4.14144 -0.88575
H -4.01629 -2.13793 1.57759
H -2.59525 -1.91046 0.35371
H -5.60952 -2.37361 -0.80222
H -4.05206 -1.64310 -1.66174
H -5.96150 -0.19738 0.66337
H -5.81776 0.22828 -1.16704
H -2.98562 0.35530 0.25701
H -3.88287 1.53069 -1.03944
H -3.79191 3.01906 0.99315
H -5.50381 2.21930 1.20279
H -2.69681 1.55086 2.71330
H -4.12333 0.32812 2.86237
H -3.97677 3.42354 3.92512
H -5.61077 2.31740 3.99083
H -3.84121 0.46664 5.24506
H -4.62478 1.84598 6.27678
H -1.79641 2.29053 4.67988
H -2.59517 3.45578 5.99570
H -1.87595 1.75392 6.52301
H -1.86347 -1.50638 4.76877
H -0.62282 -0.07729 4.24448
H -1.07030 -1.44798 3.01132
H 1.31287 -0.52373 5.89265
H 2.59651 -0.27848 3.38843
H 4.68300 -1.84356 -3.96454
H 4.14684 0.74428 -5.08483
H 3.76081 2.88856 -3.24326
H 3.94754 2.48697 -0.43759
H 4.17934 0.66902 1.52287
F 5.08608 0.81442 -7.40731
C 5.16161 2.14825 -7.50631
C 6.25870 2.72663 -8.13524
C 6.33526 4.11518 -8.24309
C 5.31804 4.91107 -7.71054
C 4.22340 4.32127 -7.07664
C 4.14173 2.93245 -6.97888
H 7.04323 2.09279 -8.53548
H 7.18501 4.57684 -8.73983
H 5.38035 5.99422 -7.79095
H 3.43493 4.94291 -6.65929
H 3.29365 2.45705 -6.49734
F 1.81212 4.96431 -0.66059
C 0.53522 4.60163 -0.84119
C -0.48088 5.50216 -0.54080
C -1.81036 5.12676 -0.73355
C -2.10949 3.84975 -1.21473
C -1.08271 2.95124 -1.50855
C 0.24684 3.33087 -1.32629
H -0.22973 6.48675 -0.16007
H -2.61180 5.82622 -0.50908
H -3.14673 3.55582 -1.36069
H -1.31811 1.95644 -1.87905
H 1.05762 2.64820 -1.55806
*
```

***

3.
Density functional theory data (ωB97M-V with the def2-TZVPD basis set) for C2H4LiNaO as an isolated structure.

Computed properties:
ΔE to the lowest compared entry with this formula, charge and spin in kJ/mol: 209.86
Kohn-Sham gap in hartree: 0.1871
Calculated total energy in Eh: -323.5251

The geometry in ORCA input format:
```
! RIJCOSX wB97M-V def2-TZVPD def2/J DEFGRID3
* xyz 0 1
C 0.44856 -0.51156 -0.06163
H 1.29043 -1.19750 -0.16370
C 0.50512 0.45439 1.03951
H 1.36205 0.33613 1.68836
H 0.10685 1.43326 0.80679
O -0.74240 -0.91568 -0.29446
Li -1.22179 0.26827 -2.48715
Na -2.18209 0.02868 1.37686
H 0.43327 0.10400 -1.90458
*
```

***

4.
Density functional theory data (ωB97M-V with the def2-TZVPD basis set) for C46H24BeCl3I4N4O2 as an isolated structure.

Computed properties:
Kohn-Sham gap in hartree: 0.2119
Calculated total energy in Eh: -4723.2303

The geometry in ORCA input format:
```
! RIJCOSX wB97M-V def2-TZVPD def2/J DEFGRID3
* xyz -1 1
Be 0.06973 0.14839 0.05651
I 3.74603 -7.66631 -4.51699
C 2.83813 -6.03271 -3.51619
C 2.46663 -4.91931 -4.24389
C 1.89393 -3.84451 -3.58669
C 1.70803 -3.88231 -2.20869
C 2.08273 -5.01771 -1.49929
C 2.64713 -6.09991 -2.14779
C 1.16423 -2.72521 -1.47139
C -0.19657 -2.47461 -1.50529
C -1.13787 -3.29871 -2.21649
C -2.30327 -2.61591 -2.21699
C -2.05037 -1.39761 -1.49459
C -2.96027 -0.35441 -1.43229
C -4.16957 -0.40861 -2.27669
C -4.09447 -0.01071 -3.60729
C -5.22657 0.00139 -4.40029
C -6.43177 -0.39671 -3.85289
I -8.18347 -0.33291 -5.04679
C -6.52917 -0.80651 -2.53689
C -5.39167 -0.81021 -1.75069
C -2.75737 0.75869 -0.63799
N -1.74797 0.90519 0.24851
C -2.05087 2.01309 0.95301
C -1.31347 2.48939 2.02811
C -1.90767 3.54389 2.86401
C -1.30437 4.78879 3.01201
C -1.86827 5.75469 3.82581
C -3.04317 5.46719 4.49511
I -3.91327 6.93649 5.75451
C -3.66737 4.24159 4.35991
C -3.10057 3.28749 3.53691
C -0.06647 1.97869 2.36331
C 0.68013 2.43049 3.50461
C 1.87283 1.80219 3.45111
C 1.83783 0.97019 2.28141
N 0.63573 1.05659 1.66051
C 2.92463 0.21859 1.85461
C 2.84173 -0.64841 0.77461
C 3.96093 -1.39641 0.26371
C 3.46213 -2.20171 -0.69809
C 2.04623 -1.94431 -0.74359
N 1.70083 -0.96141 0.12081
C 4.17943 0.28399 2.62621
C 4.63683 -0.84911 3.29501
C 5.77393 -0.79881 4.08101
C 6.46863 0.39229 4.18171
I 8.20383 0.47979 5.39681
C 6.05463 1.52349 3.50521
C 4.90953 1.46529 2.72981
C -3.26627 2.62259 0.47501
C -3.70077 1.84089 -0.53449
N -0.78907 -1.36351 -1.00999
H 2.63663 -4.87341 -5.30979
H 1.60983 -2.96071 -4.13769
H 1.93743 -5.04141 -0.42789
H 2.95063 -6.97321 -1.59039
H -0.91937 -4.25901 -2.64269
H -3.24937 -2.89191 -2.64139
H -3.14647 0.32109 -4.00349
H -5.16657 0.34449 -5.42239
H -7.48337 -1.09261 -2.11849
H -5.45637 -1.10941 -0.71429
H -0.39317 5.00079 2.47181
H -1.39687 6.72039 3.93091
H -4.58527 4.02939 4.88801
H -3.57617 2.32459 3.41841
H 0.33643 3.12759 4.24201
H 2.69413 1.88969 4.13461
H 4.97823 -1.30601 0.59931
H 3.98563 -2.89561 -1.32709
H 4.08173 -1.77231 3.20871
H 6.10933 -1.67981 4.60731
H 6.61523 2.44409 3.57521
H 4.57883 2.34239 2.19251
H -3.70537 3.52409 0.85761
H -4.56407 1.96999 -1.15619
Cl -0.13537 -0.24651 -4.19889
C 0.78993 1.09449 -3.50079
Cl 0.86393 2.39779 -4.67039
Cl 2.41343 0.53379 -3.11269
C 0.00253 1.54879 -2.18099
O -0.98527 2.21829 -2.36909
O 0.54483 1.12749 -1.14939
*
```